Entry 1:
Molecular formula: C4H8N2O
Method: DFT, ωB97M-V/def2-TZVPD

The geometry in XYZ format:
```
15
C4H8N2O, DFT ωB97M-V/def2-TZVPD
O -0.40 -2.77 -0.33
N 0.88 -0.88 -0.59
N -1.23 -0.71 0.28
C 1.33 0.29 0.17
C -0.26 -1.57 -0.20
C 0.15 1.26 0.42
C -1.12 0.67 -0.17
H 1.78 -0.01 1.13
H 1.60 -1.48 -0.95
H -2.01 1.22 0.14
H -2.14 -1.14 0.31
H 0.01 1.41 1.49
H 2.12 0.77 -0.41
H 0.35 2.24 -0.03
H -1.06 0.71 -1.27
```

Net charge   0
2S+1   1
SMILES string   O=C1NCCCN1

Results of the Löwdin charge analysis, in e, for atoms 1 through 8: number 1, O, carries 0.047; number 2, N, carries 0.052; number 3, N, carries 0.063; number 4, C, carries -0.174; number 5, C, carries -0.571; number 6, C, carries -0.164; number 7, C, carries -0.201; number 8, H, carries 0.114


Entry 2:
Molecular formula: C4H8N2O
Method: DFT, ωB97M-V/def2-TZVPD

The geometry in XYZ format:
```
15
C4H8N2O, DFT ωB97M-V/def2-TZVPD
O 1.50 1.99 -0.12
N 1.13 -0.56 -1.64
N 0.97 0.90 0.50
C -1.61 -0.51 1.61
C 2.18 -0.30 -1.96
C -0.77 -0.78 0.25
C -0.03 0.39 -0.09
H -0.14 -1.58 0.46
H -0.89 -0.01 2.22
H 3.30 -0.08 -2.22
H -2.58 0.06 1.45
H -1.41 -1.11 -0.55
H -1.99 -1.54 1.94
H 0.89 2.38 -0.86
H -0.58 0.77 -0.98
```

Net charge   0
2S+1   1
SMILES string   CC/C=N/O.C#N

Results of the Löwdin charge analysis, in e, for atoms 1 through 8: number 1, O, carries -0.114; number 2, N, carries 0.082; number 3, N, carries -0.040; number 4, C, carries -0.070; number 5, C, carries -0.018; number 6, C, carries -0.250; number 7, C, carries -0.369; number 8, H, carries 0.078


Entry 3:
Molecular formula: C4H8N2O
Method: DFT, ωB97M-V/def2-TZVPD

The geometry in XYZ format:
```
15
C4H8N2O, DFT ωB97M-V/def2-TZVPD
O -0.46 2.32 -1.31
N 0.76 -2.01 -1.05
N -1.20 0.47 -0.23
C -0.28 1.55 -0.38
C 0.94 1.36 0.39
C -1.03 -0.64 0.55
C 0.66 -1.45 0.08
H -1.78 -1.41 0.42
H 1.08 -0.06 0.24
H -1.85 0.41 -1.01
H 1.06 -1.98 0.94
H 0.32 -1.48 -1.80
H 1.74 2.04 0.11
H -0.74 -0.42 1.58
H 0.79 1.31 1.47
```

Net charge   0
2S+1   1

Results of the Löwdin charge analysis, in e, for atoms 1 through 8: number 1, O, carries 0.036; number 2, N, carries 0.069; number 3, N, carries 0.013; number 4, C, carries -0.532; number 5, C, carries 0.014; number 6, C, carries -0.096; number 7, C, carries -0.266; number 8, H, carries 0.108


Entry 4:
Molecular formula: C4H8N2O
Method: DFT, ωB97M-V/def2-TZVPD

The geometry in XYZ format:
```
15
C4H8N2O, DFT ωB97M-V/def2-TZVPD
O -0.60 1.69 -0.41
N -0.97 -0.62 0.48
N -2.19 -0.31 0.04
C 1.43 0.39 0.25
C -0.01 0.85 0.49
C 1.23 -1.09 -0.02
C -0.03 -1.50 -0.11
H 2.02 -1.71 -0.31
H -0.23 1.48 -1.29
H -0.21 1.16 1.49
H -0.36 -2.53 -0.22
H -2.52 0.16 0.84
H 2.10 0.36 1.07
H 1.81 0.89 -0.57
H -2.33 0.34 -0.65
```

Net charge   0
2S+1   1
SMILES string   NN1C=CC[C@H]1O

Results of the Löwdin charge analysis, in e, for atoms 1 through 8: number 1, O, carries -0.002; number 2, N, carries -0.144; number 3, N, carries 0.014; number 4, C, carries -0.108; number 5, C, carries -0.263; number 6, C, carries -0.105; number 7, C, carries -0.127; number 8, H, carries 0.075


Going through the records in order, we get relative energy (zero: lowest compared OMol25 entry of this formula, charge and spin) values of 17.8; 515.5; 427.0; 396.3 kJ/mol.
Going through the records in order, we get LUMO level values of 0.0335; 0.0346; -0.0106; 0.0303 hartree.